Record 1
{
  "formula": "F3H3SSi2",
  "method": "ωB97M-V/def2-TZVPD",
  "species": ["F", "Si", "Si", "F", "F", "S", "H", "H", "H"],
  "coordinates": [[1.1276, 0.6633, 2.5042], [1.3748, 0.2661, 0.9714], [-0.7166, -0.3405, -0.3080], [-0.0866, -0.0738, -1.7241], [-0.3716, -1.9095, -0.2218], [-2.9122, -0.1053, -0.8701], [2.1851, -1.0105, 1.0209], [1.9357, 1.3958, 0.2063], [-2.5362, 1.1143, -1.5789]],
  "relative_energy_kj_mol": 128.6,
  "smiles": "F[SiH2][Si](F)(F)S",
  "lumo_ev": -0.60,
  "charge": 0,
  "e_homo_ha": -0.36715,
  "homo_lumo_gap_ha": 0.345
}

Record 2
{
  "formula": "C40H70O5",
  "method": "ωB97M-V/def2-TZVPD",
  "species": ["C", "C", "C", "C", "C", "C", "C", "C", "C", "C", "C", "C", "C", "C", "C", "C", "C", "O", "O", "C", "O", "C", "O", "C", "C", "C", "C", "C", "C", "C", "C", "C", "O", "H", "H", "H", "H", "H", "H", "H", "H", "H", "H", "H", "H", "H", "H", "H", "H", "H", "H", "H", "H", "H", "H", "H", "H", "H", "H", "H", "H", "H", "H", "H", "H", "H", "H", "H", "H", "H", "H", "H", "H", "H", "H", "C", "C", "C", "C", "C", "C", "H", "H", "H", "H", "H", "H", "H", "H", "H", "H", "H", "H", "H", "H", "C", "C", "C", "C", "C", "C", "H", "H", "H", "H", "H", "H", "H", "H", "H", "H", "H", "H", "H", "H"],
  "coordinates": [[1.0614, -3.6664, 1.3556], [2.1329, -3.1483, 2.3010], [3.5043, -3.0379, 1.6225], [3.7540, -1.5887, 1.1748], [4.7096, -1.4443, -0.0249], [4.0006, -0.7916, -1.2232], [3.9513, 0.7165, -1.0466], [3.1819, 1.4584, -2.1432], [1.6614, 1.1501, -2.0974], [0.8194, 2.2732, -1.4909], [1.0463, 2.5534, -0.0035], [0.8969, 1.3574, 0.9252], [-0.5345, 0.8975, 1.2808], [-1.6056, 1.9905, 1.4059], [-2.5729, 2.1282, 0.2277], [-3.6058, 0.9989, 0.1365], [-4.8050, 1.6558, -0.5899], [-5.4627, 2.5556, -0.1938], [-5.0354, 1.0730, -1.7822], [-4.6145, -0.2819, -1.6284], [-4.5576, -0.8983, -2.8587], [-4.5351, -2.2702, -2.8439], [-3.7063, -2.8561, -3.4467], [-5.6251, -2.9629, -2.0968], [-6.9251, -3.0050, -2.6029], [-7.9069, -3.6598, -1.8562], [-7.5947, -4.2699, -0.6372], [-6.2904, -4.2225, -0.1467], [-5.2932, -3.5734, -0.8792], [-3.3144, -0.2087, -0.8110], [-2.0817, -0.2127, -1.6861], [-1.3728, -1.5396, -1.6707], [-1.5794, -2.3978, -0.8581], [1.2328, -4.7224, 1.1505], [1.0515, -3.1401, 0.4031], [0.0695, -3.5919, 1.7918], [2.1975, -3.7942, 3.1755], [1.8186, -2.1734, 2.6724], [4.2848, -3.3472, 2.3099], [3.5156, -3.6581, 0.7295], [4.0585, -0.9882, 2.0280], [2.7803, -1.2152, 0.8573], [5.0605, -2.4290, -0.3224], [5.5445, -0.8001, 0.2398], [4.5433, -0.9965, -2.1444], [3.0090, -1.2376, -1.2897], [4.9846, 1.0651, -1.0672], [3.5348, 1.0188, -0.0872], [3.2841, 2.5367, -2.0481], [3.5218, 1.1819, -3.1380], [1.3334, 1.0587, -3.1330], [1.4611, 0.1867, -1.6354], [-0.2270, 2.0963, -1.7336], [1.0953, 3.1820, -2.0260], [2.0746, 2.9048, 0.0897], [0.4212, 3.3956, 0.2839], [1.4428, 1.5133, 1.8517], [1.3833, 0.5078, 0.4545], [-0.8830, 0.1119, 0.6191], [-0.4676, 0.4211, 2.2568], [-1.1861, 2.9636, 1.6419], [-2.2242, 1.7285, 2.2641], [-2.0805, 2.2342, -0.7355], [-3.1291, 3.0488, 0.3844], [-3.8936, 0.5788, 1.0926], [-5.3713, -0.7095, -0.9640], [-7.1562, -2.5465, -3.5504], [-8.9187, -3.6944, -2.2296], [-8.3725, -4.7635, -0.0755], [-6.0141, -4.6773, 0.7924], [-4.2693, -3.5301, -0.5393], [-3.3724, -1.1017, -0.1946], [-1.3303, 0.5093, -1.3775], [-2.3009, 0.0300, -2.7236], [-0.6183, -1.7239, -2.4500], [6.9624, 1.7848, -3.0505], [7.8431, 0.8318, -2.2464], [9.1679, 1.4521, -1.8061], [10.0883, 1.8829, -2.9492], [10.4647, 0.7703, -3.9261], [11.2411, -0.3718, -3.2765], [7.4431, 2.0882, -3.9814], [6.0180, 1.3016, -3.3066], [6.7323, 2.6833, -2.4734], [8.0246, -0.0763, -2.8278], [7.2971, 0.5160, -1.3526], [9.6936, 0.7420, -1.1617], [8.9600, 2.3258, -1.1804], [11.0033, 2.3006, -2.5177], [9.6214, 2.7000, -3.5063], [11.0757, 1.2027, -4.7226], [9.5688, 0.3740, -4.4116], [12.1618, -0.0041, -2.8190], [11.5140, -1.1237, -4.0181], [10.6546, -0.8717, -2.5043], [-7.0416, -0.1435, 6.2582], [-7.2557, 0.0307, 4.7574], [-5.9774, 0.3807, 3.9982], [-5.3272, 1.7045, 4.4042], [-6.2255, 2.9333, 4.2675], [-6.6709, 3.1869, 2.8304], [-6.6880, 0.7765, 6.7257], [-7.9738, -0.4231, 6.7510], [-6.3097, -0.9288, 6.4582], [-8.0189, 0.7932, 4.5823], [-7.6566, -0.9006, 4.3484], [-6.1971, 0.3967, 2.9260], [-5.2475, -0.4233, 4.1434], [-4.4325, 1.8516, 3.7889], [-4.9714, 1.6363, 5.4363], [-5.6729, 3.8051, 4.6278], [-7.1011, 2.8405, 4.9163], [-5.8092, 3.3168, 2.1764], [-7.2795, 4.0901, 2.7663], [-7.2685, 2.3621, 2.4398]],
  "smiles": "CCCCCCCCCCCCCCC[C@H]1C(=O)O[C@@H](OC(=O)c2ccccc2)[C@H]1CC=O.CCCCCC.CCCCCC",
  "lumo_ev": 0.52,
  "charge": 0,
  "e_homo_ha": -0.36197,
  "homo_lumo_gap_ha": 0.381
}

Record 3
{
  "formula": "C5H13N3",
  "method": "ωB97M-V/def2-TZVPD",
  "species": ["H", "N", "N", "C", "C", "C", "N", "C", "C", "H", "H", "H", "H", "H", "H", "H", "H", "H", "H", "H", "H"],
  "coordinates": [[0.3677, -2.3409, -0.9930], [1.1913, -1.9583, -1.4964], [1.0910, -0.7346, -1.7572], [-0.2277, -0.1012, -1.4597], [-0.5014, -0.2300, 0.0435], [-1.6015, 0.7203, 0.5119], [-0.8619, -1.5977, 0.4140], [0.9414, 0.1363, 0.8435], [1.5466, 1.4966, 0.5426], [-0.1611, 0.9515, -1.7516], [-1.0118, -0.5717, -2.0652], [-1.7042, 0.6973, 1.6040], [-1.3898, 1.7542, 0.2268], [-2.5717, 0.4542, 0.0758], [-1.0677, -1.6604, 1.4116], [-1.5250, -2.0298, -0.2312], [1.7100, -0.6387, 0.7717], [0.6316, 0.1092, 1.8957], [0.8117, 2.3009, 0.6251], [1.9780, 1.5297, -0.4617], [2.3546, 1.7132, 1.2498]],
  "relative_energy_kj_mol": 204.1,
  "smiles": "[H]/N=N\\C[C@@](C)(N)CC",
  "lumo_ev": 0.83,
  "charge": 0,
  "e_homo_ha": -0.31125,
  "homo_lumo_gap_ha": 0.342
}

Record 4
{
  "formula": "C21H31F5HfP2",
  "method": "ωB97M-V/def2-TZVPD",
  "species": ["P", "P", "C", "C", "H", "H", "H", "H", "C", "H", "H", "H", "C", "H", "H", "H", "C", "H", "H", "H", "C", "H", "H", "H", "Hf", "C", "C", "C", "C", "C", "C", "C", "C", "C", "H", "H", "H", "H", "H", "H", "H", "H", "H", "H", "H", "H", "H", "H", "H", "F", "C", "C", "C", "F", "C", "F", "C", "F", "C", "F"],
  "coordinates": [[2.3452, 0.2817, -0.7567], [-0.9470, 0.3252, 1.7706], [0.6739, -0.5035, -0.7394], [-0.5940, 0.0386, -0.0683], [0.7479, -1.5884, -0.5488], [0.5359, -0.3562, -1.8137], [-1.0786, 0.7554, -0.7481], [-1.2886, -0.8041, 0.0277], [-1.0526, -1.2642, 2.5810], [-0.8794, -1.0165, 3.6333], [-0.2464, -1.9379, 2.2658], [-2.0372, -1.7172, 2.4191], [-2.5345, 1.1860, 1.7204], [-3.3592, 0.5447, 1.3766], [-2.5026, 2.0992, 1.1136], [-2.6855, 1.5114, 2.7565], [3.5603, -0.9465, -1.0496], [4.4987, -0.4142, -0.8222], [3.5256, -1.2829, -2.1005], [3.4494, -1.7891, -0.3457], [2.1740, 1.3532, -2.2586], [1.4744, 2.2015, -2.1178], [1.8883, 0.7719, -3.1577], [3.1799, 1.7854, -2.3804], [0.8507, 1.6436, 0.6790], [-2.6860, -0.7497, -1.8853], [-2.6015, -1.9290, -1.2167], [-2.2594, -3.2147, -1.8894], [-1.1738, -3.0841, -2.9986], [-0.2224, -1.9394, -2.9371], [-0.3803, -0.8176, -3.6904], [-1.6986, -0.4411, -4.2902], [-2.9068, -0.7210, -3.3599], [3.0221, 1.7438, 1.3043], [-2.8465, 0.2057, -1.3691], [-2.8787, -2.0639, -0.1615], [-3.1166, -3.6986, -2.4086], [-1.9510, -3.9315, -1.1032], [-0.5744, -4.0073, -2.9314], [-1.6715, -3.0846, -3.9788], [0.7052, -2.1718, -2.4053], [0.4305, -0.1627, -4.0053], [-1.9466, -0.9790, -5.2324], [-1.6380, 0.6271, -4.5656], [-3.6242, 0.0889, -3.5668], [-3.3858, -1.6635, -3.6847], [3.1221, 2.7028, 1.8613], [3.8320, 1.7472, 0.5565], [3.2978, 0.9658, 2.0428], [2.1582, -0.3147, 4.1024], [1.6625, 0.9390, 4.1956], [1.0861, 1.5548, 3.0797], [0.7194, 2.8710, 3.3029], [0.2652, 3.5465, 2.1610], [0.7949, 3.5419, 4.5347], [0.4232, 4.8271, 4.6185], [1.2487, 2.8536, 5.6423], [1.2184, 3.4138, 6.8632], [1.7132, 1.5621, 5.4547], [2.1641, 0.9063, 6.5241]],
  "relative_energy_kj_mol": 566.3,
  "lumo_ev": -8.19,
  "charge": 2,
  "e_homo_ha": -0.50805,
  "homo_lumo_gap_ha": 0.207
}

- Number 1 is which compound?
  F3H3SSi2